(1)
Molecular formula: C20H17N3O4
Method: DFT, ωB97M-V/def2-TZVPD

XYZ file:
```
44
C20H17N3O4 (ωB97M-V/def2-TZVPD)
O 1.2687 0.8361 1.6289
C 0.7951 0.7250 0.5272
O 1.1416 -0.2060 -0.3654
C 2.1969 -1.0820 0.0279
C 3.5457 -0.4119 -0.0337
C 4.5266 -0.7129 0.9004
C 5.7656 -0.1010 0.8303
C 6.0301 0.8221 -0.1671
C 5.0516 1.1303 -1.0967
C 3.8151 0.5133 -1.0336
H 3.0463 0.7530 -1.7540
H 5.2512 1.8532 -1.8741
H 6.9953 1.3043 -0.2164
H 6.5236 -0.3390 1.5618
H 4.3174 -1.4236 1.6864
H 2.0035 -1.4464 1.0427
H 2.1423 -1.9145 -0.6799
C -0.2766 1.5835 0.0015
N -0.4718 1.8328 -1.2390
N -1.4659 2.7000 -1.3965
H -1.9375 2.7014 -2.2889
C -2.2345 2.8598 -0.1578
C -1.3140 2.2587 0.9028
C -2.1196 1.1547 1.5589
O -1.8512 0.5100 2.5303
N -3.2536 0.9660 0.7801
C -3.4327 1.9001 -0.2016
O -4.3344 1.9255 -0.9978
C -4.0456 -0.2525 0.8851
C -3.2458 -1.3547 0.2368
C -2.4257 -2.1737 1.0008
C -1.6010 -3.0992 0.3852
C -1.5869 -3.2091 -0.9946
C -2.4052 -2.3961 -1.7606
C -3.2294 -1.4695 -1.1479
H -3.8613 -0.8260 -1.7435
H -2.3968 -2.4788 -2.8372
H -0.9378 -3.9270 -1.4741
H -0.9630 -3.7305 0.9857
H -2.4221 -2.0741 2.0757
H -4.2206 -0.4562 1.9432
H -4.9890 -0.0729 0.3662
H -0.8559 2.9288 1.6283
H -2.5387 3.8988 -0.0256
```

The value obtained for the HOMO energy is -9.060 eV. For the gap between HOMO and LUMO, the calculation gives 0.3548 Ha. Its SMILES is O=C(OCc1ccccc1)C1=NN[C@H]2C(=O)N(Cc3ccccc3)C(=O)[C@@H]12.

Löwdin population analysis, charges in e, atoms 1 to 4:
1 O 0.150
2 C -0.445
3 O 0.006
4 C -0.114

(2)
Molecular formula: C4H9N
Method: DFT, ωB97M-V/def2-TZVPD

XYZ file:
```
14
C4H9N (ωB97M-V/def2-TZVPD)
C 0.3862 0.8407 2.6232
C -0.2316 0.3826 1.5027
N 0.3853 0.2707 0.2267
C -0.4770 -0.3117 -0.8030
C 0.1337 -0.5469 -2.2154
H -0.2154 0.6382 3.5568
H 1.2931 1.4300 2.6768
H -1.2962 0.2735 1.5409
H 1.3717 0.1487 0.1397
H -0.9463 -1.2598 -0.5407
H -1.4978 0.1861 -0.7877
H -0.4723 -0.3918 -3.0979
H 1.0884 -0.0399 -2.5232
H 0.4781 -1.6204 -2.2989
```

The value obtained for the HOMO energy is -7.800 eV. For the gap between HOMO and LUMO, the calculation gives 0.3288 Ha. Its SMILES is C=CNCC.

Löwdin population analysis, charges in e, atoms 1 to 4:
1 C -0.033
2 C -0.232
3 N -0.048
4 C -0.291

(3)
Molecular formula: C5H10
Method: DFT, ωB97M-V/def2-TZVPD

XYZ file:
```
15
C5H10 (ωB97M-V/def2-TZVPD)
C 0.3159 1.0205 1.4100
C 0.2854 -0.3395 0.7726
C 0.4669 -1.0426 -0.5503
C 0.1098 -0.1629 -1.7336
C -0.9826 0.5700 0.8459
H 0.3782 0.8763 2.4812
H 0.7938 1.9175 1.0393
H 0.4795 0.8522 -1.5507
H 0.5582 -1.0497 1.5643
H 1.4301 -1.5523 -0.6746
H -0.2690 -1.8571 -0.4535
H -0.9770 -0.1026 -1.8498
H 0.5459 -0.5340 -2.6609
H -1.8538 0.2241 1.3798
H -1.2811 1.1801 -0.0199
```

The value obtained for the HOMO energy is -9.370 eV. For the gap between HOMO and LUMO, the calculation gives 0.3903 Ha. Its SMILES is CCC1CC1.

Löwdin population analysis, charges in e, atoms 1 to 4:
1 C -0.145
2 C -0.282
3 C -0.250
4 C -0.121

(4)
Molecular formula: C25H34AlN3O4S2Se
Method: DFT, ωB97M-V/def2-TZVPD

XYZ file:
```
70
C25H34AlN3O4S2Se (ωB97M-V/def2-TZVPD)
Al 0.9075 0.5015 -0.2919
N 0.6480 0.7869 1.7845
C 0.7072 -0.3153 2.7512
C 0.7849 -1.6383 1.9814
N 1.5932 -1.3774 0.7880
H 1.3259 1.4991 2.0481
H -0.2637 1.2694 1.7209
H -0.1556 -0.3220 3.4207
H 1.6173 -0.2121 3.3415
H -0.2027 -1.9525 1.6518
H 1.2150 -2.4155 2.6197
H 1.6792 -2.2165 0.2229
H 2.5313 -1.0968 1.0960
C -0.2812 2.2029 -0.4290
C -0.3754 2.9316 -1.6748
C -0.7339 4.3015 -1.6155
C -0.4918 5.1550 -2.6688
C 0.0720 4.6795 -3.8525
C 0.4179 3.3353 -3.9421
C 0.1942 2.4720 -2.8859
H -1.1541 4.6748 -0.6884
H -0.7436 6.2063 -2.5778
H 0.2269 5.3466 -4.6918
H 0.8555 2.9598 -4.8607
H 0.4694 1.4270 -2.9563
C -4.0962 3.9782 1.1788
C -4.0759 2.8083 0.2076
S -3.4173 1.3137 1.0016
O -1.1937 2.2525 0.4715
C -5.0111 0.6849 1.7037
C -4.7247 -0.0706 2.9923
H -4.4404 4.8923 0.6873
H -3.0834 4.1285 1.5505
H -4.7511 3.7754 2.0285
H -3.3872 3.0149 -0.6092
H -5.0636 2.5811 -0.1972
H -5.4941 0.0345 0.9721
H -5.6591 1.5399 1.9038
H -4.1158 -0.9535 2.7911
H -5.6513 -0.3925 3.4720
H -4.1802 0.5713 3.6852
N -1.4203 -1.1629 -0.3016
C -1.4276 -2.4799 -0.8020
C -0.9797 -2.7309 -2.1007
C -0.9460 -4.0260 -2.5909
C -1.3648 -5.0837 -1.7984
C -1.7916 -4.8457 -0.5061
C -1.8125 -3.5525 -0.0008
S -1.4810 -6.7381 -2.5053
O -0.3012 -6.8759 -3.3524
O -1.5029 -7.6434 -1.3601
O -2.7400 -6.6929 -3.2466
H -2.0032 -1.0148 0.5097
H -1.6536 -0.4626 -0.9935
H -0.6600 -1.8938 -2.7113
H -0.5960 -4.2415 -3.5920
H -2.1079 -5.6914 0.0904
H -2.1438 -3.3713 1.0172
Se 4.1715 0.6066 2.5136
C 5.7468 0.2593 1.5246
C 6.9237 -0.0986 2.1878
C 8.0840 -0.3602 1.4764
C 8.0971 -0.2650 0.0911
C 6.9333 0.1000 -0.5729
C 5.7655 0.3531 0.1308
H 6.9171 -0.1670 3.2679
H 8.9892 -0.6395 2.0059
H 9.0061 -0.4660 -0.4639
H 6.9392 0.1912 -1.6536
H 4.8604 0.6318 -0.3940
```

The value obtained for the HOMO energy (alpha / beta) is -0.868 / -1.133 eV. As for the charge: -2. For the gap between HOMO and LUMO (alpha / beta), the calculation gives 0.1705 / 0.1801 Ha.

Löwdin population analysis, charges in e, atoms 1 to 4:
1 Al 0.590
2 N -0.015
3 C -0.229
4 C -0.237